(1)
Formula: C2H3IO2
Source: the Open Molecules 2025 dataset
Level of theory: ωB97M-V/def2-TZVPD

Element x y z (Å)
C: 1.51169 0.23714 0.41787
C: -1.35480 -0.23146 -0.21138
O: 0.84229 0.50846 -0.57730
O: -1.47636 -0.04691 0.96199
I: -2.39108 1.01087 -1.62034
H: 2.63485 0.23797 0.32767
H: 1.16473 -0.53831 1.18616
H: -0.93132 -1.17776 -0.48468

Results
energy above the lowest of the compared OMol25 structures with the same formula, charge and spin = 236.05 kJ/mol
energy = -526.1090 Ha
SMILES string = O=CI.C=O

In the Löwdin picture, each atom carries the following charge in e: -0.0754, -0.7969, -0.0801, -0.0716, 0.7555, 0.0963, 0.1079, 0.0643


(2)
Formula: C2H3IOS
Source: the Open Molecules 2025 dataset
Level of theory: ωB97M-V/def2-TZVPD

Element x y z (Å)
C: 1.28781 0.87274 -2.77917
C: -0.49020 0.19421 -0.11858
O: 2.26293 0.81383 -2.14831
S: -0.69607 0.18536 -1.88947
I: 1.04638 0.99004 -4.83007
H: 0.56113 -0.34121 0.04976
H: -1.38419 -0.38564 0.19324
H: -0.52928 1.20567 0.00168

Results
energy above the lowest of the compared OMol25 structures with the same formula, charge and spin = 170.33 kJ/mol
energy = -849.0576 Ha

In the Löwdin picture, each atom carries the following charge in e: -1.0229, -0.4874, -0.0259, 0.5961, 0.8541, 0.0865, 0.0364, -0.0369


(3)
Formula: C2H3IS2
Source: the Open Molecules 2025 dataset
Level of theory: ωB97M-V/def2-TZVPD

Element x y z (Å)
C: -0.43762 -0.90512 0.01968
C: -0.81018 0.49307 0.01881
S: -0.97744 -2.34544 -0.09778
S: 2.12111 -1.03929 0.10364
I: 2.84388 1.12613 -0.02237
H: -0.12345 1.30624 0.29103
H: -1.09960 0.79043 -1.11013
H: -1.51671 0.57398 0.79713

Results
energy above the lowest of the compared OMol25 structures with the same formula, charge and spin = 186.32 kJ/mol
energy = -1171.9820 Ha

In the Löwdin picture, each atom carries the following charge in e: -0.8656, -0.2061, 0.7984, -0.2399, 0.2704, 0.0130, 0.1629, 0.0669


(4)
Formula: C2H3IS2
Source: the Open Molecules 2025 dataset
Level of theory: ωB97M-V/def2-TZVPD

Element x y z (Å)
C: -0.10527 -0.78903 -1.07917
C: -0.47015 -0.16677 0.32219
S: -1.53583 -1.12269 -2.19278
S: -0.29238 0.51478 -2.37189
I: -0.08777 -1.47671 2.09501
H: 0.68271 -1.41665 -1.28060
H: -1.56364 0.07433 0.21832
H: 0.22263 0.55257 0.52160

Results
energy above the lowest of the compared OMol25 structures with the same formula, charge and spin = 52.78 kJ/mol
energy = -1172.0328 Ha
SMILES string = ICC1SS1

In the Löwdin picture, each atom carries the following charge in e: -0.9595, -0.6458, 0.4640, 0.4682, 0.6343, 0.0161, 0.0543, -0.0316


(5)
Formula: C2H3KO
Source: the Open Molecules 2025 dataset
Level of theory: ωB97M-V/def2-TZVPD

Element x y z (Å)
O: 0.43143 1.06660 -0.16084
C: -0.59066 0.50014 -0.07327
C: -1.78183 -0.01380 0.08447
H: -2.53296 0.17481 -0.68362
H: -1.95064 -0.80035 0.82130
K: 3.08678 0.62695 -0.26917
H: 3.33789 -1.55435 0.28113

Results
energy = -753.0634 Ha

In the Löwdin picture, each atom carries the following charge in e: 0.0123, -0.2585, 0.0251, 0.0731, 0.0766, 0.4066, -0.3352


(6)
Formula: C2H3Li2O2
Source: the Open Molecules 2025 dataset
Level of theory: ωB97M-V/def2-TZVPD

Element x y z (Å)
O: -1.23084 0.21514 -0.06798
C: -0.23049 0.06102 0.58694
C: 0.90807 -0.89010 0.20410
O: 1.98986 -0.31259 -0.33264
H: 0.40796 -1.64104 -0.45671
H: 1.07571 -1.42519 1.17118
Li: 2.49946 1.22198 -0.90430
Li: -3.09554 -0.18118 -0.36329
H: -2.83158 1.52959 0.21257

Results
2S+1 = 2
energy above the lowest of the compared OMol25 structures with the same formula, charge and spin = 332.44 kJ/mol
energy = -243.4056 Ha

In the Löwdin picture, each atom carries the following charge in e: -0.2626, -0.1052, -0.4702, -0.4025, 0.1062, 0.1042, 0.7815, 0.4255, -0.1771


(7)
Formula: C2H3LiO2
Source: the Open Molecules 2025 dataset
Level of theory: ωB97M-V/def2-TZVPD

Element x y z (Å)
C: 1.51942 -0.56097 0.00171
O: 2.38064 0.30719 -0.02943
Li: 1.20210 1.90954 -0.05593
O: 0.16881 0.31884 -0.00662
C: -1.06843 -0.34834 0.01543
H: -1.73304 0.07236 0.78511
H: -1.56095 -0.28710 -0.96661
H: -0.90855 -1.41153 0.25634

Results
energy above the lowest of the compared OMol25 structures with the same formula, charge and spin = 187.17 kJ/mol
energy = -235.9973 Ha

In the Löwdin picture, each atom carries the following charge in e: -0.1814, -0.2056, 0.7891, -0.4282, -0.1925, 0.0724, 0.0737, 0.0725


(8)
Formula: C2H3N
Source: the Open Molecules 2025 dataset
Level of theory: ωB97M-V/def2-TZVPD

Element x y z (Å)
C: -1.03771 -0.17532 -0.31306
C: -0.95482 1.28624 -0.56376
N: -1.09133 2.17978 -1.38653
H: -2.02673 -0.22796 -0.87855
H: -1.36000 -0.30054 0.87574
H: -0.26670 2.11893 -2.60342

Results
energy above the lowest of the compared OMol25 structures with the same formula, charge and spin = 498.58 kJ/mol
energy = -132.5618 Ha

In the Löwdin picture, each atom carries the following charge in e: -0.0764, -0.3266, 0.0161, 0.0273, 0.0787, 0.2809


What is the energy in the sixth record? -243.4056 Ha